A 10-piece molecular cluster, C40H100O20 overall in a non-equilibrium geometry, computed with wB97M-V/def2-TZVPD.

The geometry in XYZ format:
```
160
Properties=species:S:1:pos:R:3
C 6.72163 10.11376 -1.92573
O 5.84596 9.15936 -1.34314
C 4.89148 9.66180 -0.37839
C 4.31966 8.48458 0.31670
O 5.33555 7.80281 1.02520
C 5.06701 7.86367 2.38565
H 7.43709 10.20313 -1.10829
H 6.42273 11.12287 -2.20940
H 7.23492 9.75686 -2.81863
H 4.14778 10.35505 -0.77132
H 5.47527 10.23791 0.33951
H 3.83290 7.89779 -0.46230
H 3.43945 8.85274 0.84375
H 5.90685 7.55255 3.00691
H 4.18427 7.25647 2.58607
H 4.76896 8.81717 2.82168
C 0.33937 -1.46575 -8.06893
O -0.21643 -1.37188 -6.76823
C -1.62483 -1.71472 -6.80108
C -2.32628 -1.77126 -5.43423
O -3.61459 -1.18192 -5.58226
C -4.26087 -1.14971 -4.29849
H 1.42231 -1.50655 -7.95196
H 0.01573 -0.60465 -8.65360
H 0.00381 -2.37844 -8.56137
H -1.78644 -2.61979 -7.38659
H -2.13486 -0.94527 -7.38067
H -1.74173 -1.20297 -4.71073
H -2.30800 -2.79289 -5.05469
H -3.49093 -1.00306 -3.54101
H -4.60035 -2.11783 -3.93023
H -5.02578 -0.39322 -4.12312
C -0.21835 -4.59972 4.14791
O -0.44952 -5.91557 4.67149
C -0.68688 -5.98473 6.02379
C -1.12096 -7.36652 6.54028
O -2.31132 -7.81166 5.91398
C -2.63938 -9.04718 6.44285
H -0.11974 -4.60946 3.06242
H 0.62671 -4.04079 4.54987
H -1.15207 -4.05627 4.29259
H -1.66038 -5.49967 6.09541
H 0.17034 -5.54710 6.53541
H -1.30232 -7.17847 7.59850
H -0.31175 -8.05321 6.29179
H -1.76384 -9.68580 6.32581
H -3.45958 -9.57846 5.96003
H -2.84237 -8.90248 7.50396
C 6.00779 5.22031 -6.66851
O 5.05296 4.15591 -6.97194
C 3.82473 4.06645 -6.19936
C 3.44942 2.57851 -5.82744
O 4.37954 2.00446 -4.86838
C 5.54018 1.40595 -5.46051
H 6.43984 5.06370 -5.68013
H 5.66592 6.25310 -6.73619
H 6.87996 5.05901 -7.30206
H 3.05305 4.62961 -6.72420
H 3.81060 4.57287 -5.23424
H 3.12870 2.06976 -6.73650
H 2.50790 2.70075 -5.29199
H 6.29387 2.14372 -5.73576
H 5.24724 0.81334 -6.32716
H 6.07781 0.73970 -4.78585
C -6.44676 1.96655 9.62860
O -5.07575 1.83540 9.96270
C -4.15471 1.74575 8.83344
C -4.18940 0.51464 7.89847
O -5.25020 0.67048 7.09140
C -5.57057 -0.55942 6.41180
H -6.60569 2.85504 9.01752
H -7.07005 2.05817 10.51810
H -6.77843 1.11377 9.03625
H -3.12658 1.93075 9.14463
H -4.32449 2.59577 8.17258
H -4.33539 -0.30749 8.59910
H -3.29004 0.30361 7.31992
H -4.70075 -1.03113 5.95462
H -6.19439 -0.32624 5.54891
H -6.15579 -1.18999 7.08111
C 12.16698 6.85043 -6.87089
O 11.23301 6.75241 -5.90319
C 11.79796 6.53261 -4.59553
C 10.78786 5.98112 -3.52387
O 10.54137 4.65229 -3.74611
C 9.77418 4.06497 -2.68476
H 12.58144 5.89133 -7.18144
H 12.99147 7.53784 -6.68176
H 11.64750 7.10123 -7.79573
H 12.19508 7.48985 -4.25777
H 12.66788 5.89530 -4.75421
H 9.81759 6.46942 -3.61457
H 11.22093 6.09383 -2.52996
H 8.96869 4.64187 -2.23038
H 10.46095 3.98266 -1.84234
H 9.46958 3.02381 -2.79112
C -4.48314 -5.96626 -0.17600
O -5.53725 -5.84206 0.76237
C -5.15163 -5.35736 2.04807
C -5.65829 -6.20145 3.29407
O -7.15042 -6.01583 3.47861
C -7.82776 -6.91436 4.41446
H -3.88368 -6.86261 -0.01696
H -3.70913 -5.20120 -0.11532
H -4.95801 -6.03817 -1.15448
H -5.79033 -4.47542 2.09661
H -4.12668 -5.02125 2.20497
H -5.12221 -5.85577 4.17794
H -5.43605 -7.25684 3.13646
H -7.38287 -7.89114 4.22449
H -8.82858 -6.92570 3.98282
H -7.71539 -6.64071 5.46355
C -11.03693 -2.42935 4.98142
O -12.24654 -2.86044 4.24759
C -12.94398 -1.72341 3.63670
C -12.24849 -1.07226 2.44257
O -11.26826 -0.11569 2.91743
C -10.34006 0.27077 1.92985
H -10.58387 -3.18794 5.61968
H -11.43860 -1.77807 5.75768
H -10.29951 -2.04161 4.27857
H -13.01791 -0.89834 4.34514
H -13.99485 -1.92805 3.43208
H -13.06728 -0.56545 1.93186
H -11.81416 -1.80287 1.76019
H -9.98004 1.25290 2.23629
H -10.74653 0.35707 0.92217
H -9.47862 -0.38180 2.07182
C 2.89983 -6.14460 -5.10465
O 2.22949 -5.39482 -4.09671
C 2.92851 -4.28147 -3.62654
C 4.18101 -4.59409 -2.85294
O 5.31378 -4.71960 -3.81120
C 6.49632 -4.36084 -3.18215
H 3.80035 -6.60080 -4.69351
H 3.10430 -5.61504 -6.03517
H 2.19792 -6.94034 -5.35409
H 2.25446 -3.81841 -2.90588
H 3.20168 -3.40632 -4.21611
H 4.14416 -5.52230 -2.28270
H 4.28628 -3.80436 -2.10907
H 6.92451 -5.18013 -2.60465
H 6.37189 -3.47629 -2.55751
H 7.14930 -4.03438 -3.99155
C 2.38262 2.79521 0.51525
O 2.35007 1.37725 0.66720
C 1.14680 0.76034 0.16730
C -0.10777 0.99538 1.01858
O -1.10905 0.01878 0.72021
C -2.43751 0.49692 0.94532
H 1.92016 3.38464 1.30696
H 1.82192 3.10854 -0.36539
H 3.38116 3.15554 0.26785
H 1.18976 -0.32838 0.19810
H 1.03774 0.96903 -0.89696
H -0.38794 2.00699 0.72489
H 0.20320 0.96263 2.06276
H -2.56620 0.87568 1.95925
H -3.24938 -0.23001 0.92210
H -2.64550 1.26056 0.19586
```

Results
molecular weight: 901.2 g mol⁻¹
HOMO-LUMO gap: 0.34711 hartree
SMILES string: COCCOC.COCCOC.COCCOC.COCCOC.COCCOC.COCCOC.COCCOC.COCCOC.COCCOC.COCCOC
energy above the lowest of the compared OMol25 structures with the same formula, charge and spin: 623.7 kJ/mol
charge: 0
multiplicity: 1